1.
This record from OMol25 describes a structure of composition C19H28BaIO2. The level of theory is wB97M-V/def2-TZVPD.

Geometry as XYZ:
```
51
Properties=species:S:1:pos:R:3:mulliken_charge:R:1
O -0.09192 0.05129 -2.26133 0.0284
C 0.91695 -0.49755 -3.15520 -0.5885
C 0.42101 0.40761 -4.27114 -0.4533
H 0.75353 -1.56760 -3.28105 0.3078
H 1.92596 -0.32801 -2.77759 0.1197
C -0.72304 0.81979 -3.32765 1.5673
H 0.11156 -0.09147 -5.18269 0.0216
H 1.09959 1.22883 -4.50259 0.3615
C -2.05039 0.19778 -3.68644 -1.6258
H -1.97775 -0.89023 -3.70530 0.3934
H -2.35971 0.53880 -4.68116 0.4432
H -2.83443 0.47804 -2.97837 0.2675
C -0.83047 2.28273 -2.99535 -1.5996
H 0.15101 2.73632 -2.85677 0.3458
H -1.41232 2.43693 -2.08109 0.1100
H -1.33872 2.80846 -3.81179 0.4487
Ba 0.04840 -0.10378 -0.09757 1.4558
C 0.88075 1.57825 1.58620 -0.4750
C 1.84126 0.50114 1.46772 -0.8835
C 2.40254 0.55782 0.13546 -0.7541
H 2.05179 -0.23480 2.19342 0.4157
C 1.78232 1.65314 -0.57015 -0.4692
C 0.82230 2.27944 0.31901 -0.7461
H 0.18400 3.08020 0.07639 0.3177
H 0.30319 1.79134 2.43377 0.5745
H 3.06395 -0.14959 -0.28201 0.4458
H 1.93901 1.89876 -1.57857 0.6316
C -1.48658 -0.46210 1.89191 -0.5736
C -1.95435 0.73838 1.24270 -0.8724
C -2.38404 0.39084 -0.09991 -0.5900
H -1.95638 1.71019 1.63977 0.4273
C -2.17355 -1.04284 -0.26498 -0.5609
C -1.63753 -1.55781 0.97200 -0.7051
H -1.29339 -2.54560 1.12262 0.5966
H -1.06110 -0.52355 2.85533 0.4522
H -2.75389 1.06052 -0.81607 0.6358
H -2.28048 -1.58852 -1.15875 0.2405
O 0.70553 -1.66881 -7.39276 -0.3522
C 0.25474 -0.56259 -8.19958 -0.3745
C 0.41255 -0.96008 -9.66471 -0.6174
H 0.87041 0.32523 -7.97077 0.2715
H -0.77990 -0.33250 -7.92255 0.2861
C 1.62663 -1.90166 -9.59622 -0.5182
H 0.55643 -0.11759 -10.31832 0.3474
H -0.46707 -1.52251 -9.99315 0.2812
C 1.39472 -2.60166 -8.25828 -0.4765
H 2.54556 -1.30852 -9.55061 0.2682
H 1.68935 -2.58488 -10.42510 0.3396
H 2.32185 -2.90907 -7.76635 0.2746
H 0.76856 -3.49889 -8.39542 0.2569
I 1.15416 -3.28776 -0.45809 -0.6979
```

Output
Total charge: -1
HOMO level (eV): -3.98


2.
This record from OMol25 describes an isolated molecule of C13H17N3O4. The level of theory is wB97M-V/def2-TZVPD.

Geometry as XYZ:
```
37
Properties=species:S:1:pos:R:3:mulliken_charge:R:1
N 3.18910 -2.99642 -0.03426 -0.5219
C 1.93202 -2.69595 0.46480 0.3379
O 1.34687 -3.45186 1.20685 -0.5997
C 1.19341 -1.60060 -0.25684 -0.3278
C 1.40725 -0.33803 0.66170 -0.2980
N 0.40113 0.57429 0.49081 -0.0358
C -0.46905 0.78523 1.50233 -0.0087
O -0.63543 -0.07386 2.34803 -0.6956
C -1.44103 1.99921 1.31201 0.4503
N -0.87432 3.08928 0.43612 -0.6821
C -2.65092 1.39466 0.68907 -1.1443
C -2.51354 0.97377 -0.75702 0.7386
C -2.21506 1.72963 -1.88793 0.0155
C -2.13533 1.09698 -3.17766 -0.7140
C -2.36206 -0.28145 -3.29867 -0.3277
C -2.74775 -1.01474 -2.18324 -0.5521
C -2.73461 -0.39743 -0.92360 -0.4276
C 2.74177 0.32991 0.66177 0.3869
O 3.15114 1.35577 0.21849 -0.5804
O 3.47989 -0.44144 1.48123 -0.4446
H 3.85151 -2.15247 -0.01326 0.2653
H 3.58504 -3.74864 0.57833 0.3076
H 0.11440 -1.85186 -0.35937 0.2212
H 1.59197 -1.48374 -1.22243 0.3502
H 1.30523 -0.68183 1.68352 0.4593
H 0.69211 1.32991 -0.09045 0.4035
H -1.39587 2.21842 2.37905 0.3759
H -0.24700 3.77458 0.92678 0.2072
H -1.54607 3.71229 0.09051 0.2233
H -3.42870 2.17616 0.71434 0.3764
H -2.84926 0.52085 1.36568 0.3852
H -1.92820 2.80894 -1.75813 0.1440
H -1.97654 1.75274 -3.98105 0.4387
H -2.20439 -0.75262 -4.27862 0.3667
H -2.72047 -2.19072 -2.47229 0.1790
H -3.02673 -0.96838 -0.10399 0.3963
H 4.40118 -0.12981 1.41546 0.3317
```

Output
Total charge: 0
HOMO level (eV): -9.20
Energy above the lowest of the compared OMol25 structures with the same formula, charge and spin (kcal per mole): 61.3


3.
This record from OMol25 describes a cluster of 3 separate species, C5H14NO2 in total. The level of theory is wB97M-V/def2-TZVPD.

Geometry as XYZ:
```
22
Properties=species:S:1:pos:R:3:mulliken_charge:R:1
C -3.05738 1.16129 -0.68920 -0.9666
C -2.66149 0.16999 0.45166 -0.8034
C -1.38642 -0.55358 0.08940 0.8506
C -1.32061 -1.61457 -0.72530 -0.8889
C 0.04105 0.96745 1.30630 -0.1504
N -0.16218 0.05186 0.44257 0.1691
H -3.14648 0.69427 -1.66695 0.3327
H -4.03283 1.56647 -0.45125 0.3523
H -2.30090 1.94114 -0.75972 0.3028
H -2.59060 0.68451 1.39855 0.3694
H -3.45232 -0.57406 0.38674 0.2814
H -2.24664 -2.08286 -1.02295 0.3009
H -0.38142 -2.12860 -0.87371 0.2160
H 1.04529 1.17789 1.65650 0.2647
H -0.69862 1.62244 1.74475 0.2570
H 0.69289 -0.43979 0.14036 0.1654
H 5.26361 0.64912 -0.65493 0.3166
H 4.82380 1.84400 0.11523 0.3174
O 4.47278 1.08590 -0.35709 -0.6278
H 2.96157 -0.94545 -0.46455 0.3166
H 2.19010 -2.30005 -0.63337 0.3238
O 2.18169 -1.43704 -0.17856 -0.6995
```

Output
Total charge: +1
HOMO level (eV): -13.90
Energy above the lowest of the compared OMol25 structures with the same formula, charge and spin (kcal per mole): 46.4


4.
This record from OMol25 describes an isolated molecule of C2H7N3S. The level of theory is wB97M-V/def2-TZVPD.

Geometry as XYZ:
```
13
Properties=species:S:1:pos:R:3:mulliken_charge:R:1
C -0.47819 1.47154 -0.04768 -1.1445
C -0.33049 0.00406 -0.03474 0.6953
N 0.71243 -0.73151 -0.00467 -0.5662
S 2.24976 -0.00894 0.02492 -0.1889
N -1.51978 -0.65632 -0.21657 -0.1150
N -2.73035 -0.12745 0.18229 -0.5429
H -1.47530 1.78140 0.19303 0.4150
H -0.07758 1.99222 -0.94021 0.2721
H 0.15392 1.80825 0.79388 0.3295
H 2.86361 -1.21681 0.26063 0.1496
H -1.36267 -1.69512 -0.27809 0.2696
H -3.34366 -0.16211 -0.63228 0.2157
H -3.13859 -0.61139 0.97145 0.2107
```

Output
Total charge: 0
HOMO level (eV): -7.78
Energy above the lowest of the compared OMol25 structures with the same formula, charge and spin (kcal per mole): 32.3


5.
This record from OMol25 describes a structure of composition C25H26N6PbS3. The level of theory is wB97M-V/def2-TZVPD.

Geometry as XYZ:
```
61
Properties=species:S:1:pos:R:3:mulliken_charge:R:1
Pb 0.23902 0.06261 -0.16384 0.7416
C 4.49329 -2.34042 0.47710 -0.9103
N 3.33422 -2.40823 1.35267 0.2534
C 2.85082 -3.54831 1.96543 -0.7458
C 1.79815 -3.17819 2.72205 -0.3392
N 1.65051 -1.81291 2.56056 0.7204
C 2.58574 -1.34506 1.69451 -0.0516
S 2.80031 0.25742 1.17387 -0.3669
C 0.68223 -1.02057 3.25344 -0.2529
C 0.65400 -1.04973 4.63416 -0.7390
C -0.31360 -0.28488 5.26850 -0.5817
C -1.18151 0.47500 4.50216 -0.9286
C -1.04939 0.44286 3.12409 -0.1969
N -0.13885 -0.30895 2.50195 0.7298
H 4.75003 -3.35378 0.18058 0.3607
H 5.32968 -1.87780 0.99799 0.3008
H 4.24235 -1.75194 -0.40159 0.2980
H 3.28984 -4.51429 1.79602 0.4916
H 1.12133 -3.75052 3.32934 0.5343
H 1.37880 -1.63167 5.18542 0.5237
H -0.37311 -0.26948 6.34840 0.4302
H -1.94014 1.10128 4.94871 0.4856
H -1.69087 1.04636 2.49724 0.1716
S -1.80729 1.23496 -1.53929 -0.3934
C -1.70290 2.23934 -0.13040 0.5684
S -0.13437 2.45635 0.63600 -0.3627
C -2.81236 2.82115 0.42723 0.5059
C -2.73556 3.55923 1.65012 -0.0159
N -2.69055 4.10636 2.66250 -0.5447
C -4.11636 2.62494 -0.12790 -0.1561
N -5.16332 2.45727 -0.57457 -0.5064
C -1.89495 -3.56269 1.54030 -1.6335
C -2.64494 -2.90661 0.38045 0.5347
C -3.09749 -1.49469 0.73579 -1.2084
C -1.92837 -3.01589 -0.95533 0.9228
C -2.64804 -3.59761 -1.99195 -1.1250
C -2.08435 -3.77618 -3.24182 -1.0326
C -0.75573 -3.44692 -3.46513 -1.2203
C 0.02501 -2.91657 -2.45156 0.8701
C 1.50417 -2.73647 -2.74991 0.7841
C 2.33752 -3.74912 -1.96287 -1.3758
C 2.06941 -1.32353 -2.59903 -1.4555
C -0.56520 -2.63423 -1.18210 -0.4246
N 0.17931 -2.11393 -0.15627 0.5161
H -2.53112 -3.56514 2.42885 0.4805
H -0.98112 -3.01276 1.76132 0.1622
H -1.62845 -4.59679 1.31318 0.4012
H -3.56250 -3.48682 0.23948 0.6206
H -2.25421 -0.86498 1.00685 -0.1465
H -3.76920 -1.52875 1.59680 0.4714
H -3.62177 -1.00549 -0.08430 0.3909
H -3.67549 -3.89423 -1.82060 0.4069
H -2.67584 -4.19894 -4.04461 0.3847
H -0.31226 -3.63339 -4.43547 0.3967
H 1.60358 -2.99455 -3.80832 0.5681
H 2.22513 -3.55658 -0.89556 0.1263
H 3.39231 -3.66869 -2.23715 0.4087
H 2.01310 -4.77099 -2.16405 0.4056
H 2.33584 -1.10332 -1.56359 -0.1071
H 1.37522 -0.56111 -2.96194 0.3577
H 2.98410 -1.23243 -3.18888 0.4958
```

Output
Total charge: 0
HOMO level (spin up / spin down) (eV): -7.63 / -7.63
Energy above the lowest of the compared OMol25 structures with the same formula, charge and spin (kcal per mole): 13.7


6.
This record from OMol25 describes a cluster of 13 separate species, C26H78O13 in total. The level of theory is wB97M-V/def2-TZVPD.

Geometry as XYZ:
```
117
Properties=species:S:1:pos:R:3:mulliken_spin:R:1
C -1.27277 -2.19113 3.83833 0.0000
C -0.00800 -1.28906 3.95025 -0.0039
O -0.02169 -0.73287 5.18080 0.0004
H -1.27915 -2.97898 4.59157 0.0002
H -1.27546 -2.60548 2.83016 0.0001
H -2.20673 -1.62924 3.84769 0.0001
H 0.05943 -0.60804 3.10186 0.0044
H 0.86694 -1.93891 3.93430 0.0001
H 0.89156 -0.53527 5.40111 0.0002
C 0.45936 0.96443 -0.07967 0.0077
C -0.62099 -0.09847 -0.09874 -0.0062
O -0.04504 -1.24122 0.52657 -0.0015
H 1.28096 0.54910 -0.66325 -0.0001
H 0.88968 1.22680 0.88681 0.0066
H 0.22157 1.92456 -0.53761 -0.0027
H -0.83714 -0.24885 -1.15645 -0.0001
H -1.54987 0.15485 0.41228 0.0004
H -0.74561 -1.89728 0.54644 0.0004
C 5.87050 1.18049 -1.67769 0.0000
C 4.51164 0.96422 -2.34412 0.0000
O 3.41610 1.51374 -1.68348 0.0000
H 6.09693 2.23787 -1.54066 0.0000
H 6.73055 0.71884 -2.16274 0.0000
H 5.95077 0.66212 -0.72219 0.0000
H 4.29995 -0.09412 -2.49642 0.0000
H 4.52136 1.50106 -3.29270 0.0000
H 2.65245 1.33906 -2.23840 -0.0001
C 4.48768 -2.50796 -0.04451 0.0000
C 3.37304 -1.48778 0.16189 -0.0002
O 2.65047 -1.91248 1.24656 0.0002
H 5.00916 -2.76912 0.87634 0.0000
H 5.27128 -2.10341 -0.68513 0.0000
H 4.14834 -3.44522 -0.48553 0.0000
H 2.75773 -1.44754 -0.73693 0.0001
H 3.78957 -0.51523 0.42412 0.0002
H 1.73079 -1.69565 1.07695 0.0000
C -0.14635 -3.30031 -3.02414 -0.0001
C -0.90642 -4.12460 -4.03507 0.0000
O -0.19715 -5.25535 -4.53714 0.0000
H 0.77425 -2.92247 -3.46891 0.0000
H 0.04952 -3.84539 -2.10076 0.0000
H -0.66128 -2.40494 -2.67591 0.0000
H -1.27126 -3.60791 -4.92277 0.0000
H -1.79779 -4.43438 -3.48952 0.0000
H 0.61369 -4.97188 -4.96584 0.0000
C -3.49100 -1.92465 0.30931 0.0001
C -3.05207 -3.40387 0.18109 -0.0001
O -1.64292 -3.39748 0.20559 0.0000
H -3.27660 -1.49135 1.28624 0.0001
H -4.55478 -1.80347 0.10493 0.0000
H -2.91932 -1.37461 -0.43819 -0.0001
H -3.38153 -3.78947 -0.78373 0.0000
H -3.48863 -3.99233 0.98807 0.0000
H -1.44313 -4.25965 0.57755 0.0000
C -3.41150 -1.36723 -3.53575 0.0001
C -4.86964 -1.13435 -3.19474 0.0000
O -5.43830 -0.15150 -3.95932 0.0000
H -2.80366 -0.48477 -3.33604 -0.0001
H -3.16743 -1.75282 -4.52563 0.0000
H -2.97162 -2.11433 -2.87511 -0.0001
H -5.05501 -0.84799 -2.15948 0.0000
H -5.41435 -2.07721 -3.14558 0.0000
H -6.38748 -0.17636 -3.81774 0.0000
C 1.16728 -5.04779 1.92002 -0.0002
C -0.04976 -5.75853 2.47153 0.0001
O -0.91977 -5.75569 1.32529 0.0000
H 1.05488 -4.02651 1.55608 0.0001
H 1.65558 -5.61129 1.12494 0.0000
H 1.88989 -5.02433 2.73573 0.0000
H -0.54795 -5.24898 3.29631 0.0000
H 0.14260 -6.78429 2.78602 0.0000
H -1.73509 -6.21695 1.53525 0.0000
C 0.76683 4.45354 3.70567 0.0046
C -0.04093 3.38122 2.96363 0.1478
O -1.37346 3.46958 3.38866 0.6991
H 0.78498 4.21149 4.76830 0.0063
H 0.27564 5.42146 3.60580 0.0049
H 1.79417 4.44507 3.34150 0.0028
H 0.31350 2.37220 3.17420 0.0953
H 0.02165 3.41136 1.87585 0.0305
H -1.92953 2.98341 2.77546 -0.0049
C -3.91371 1.03133 2.69601 0.0001
C -3.93397 1.84488 1.41965 -0.0003
O -2.76693 2.64056 1.27515 0.0043
H -3.15661 0.24775 2.66589 0.0014
H -4.85086 0.50654 2.88162 -0.0002
H -3.71587 1.63388 3.58251 -0.0008
H -4.80459 2.49859 1.36678 0.0009
H -3.95703 1.11888 0.60696 -0.0002
H -2.95505 3.28774 0.59151 -0.0001
C 1.51452 4.76208 -1.99742 -0.0007
C 2.13827 6.10782 -1.75336 0.0002
O 1.89300 6.68376 -0.46389 0.0000
H 1.87728 4.34725 -2.93785 0.0000
H 0.43957 4.87332 -2.13957 0.0001
H 1.68371 4.04497 -1.19416 0.0002
H 1.83691 6.82959 -2.51251 0.0000
H 3.22063 6.05136 -1.86921 0.0000
H 2.60092 6.38317 0.11065 0.0000
C -2.25610 2.39537 -2.69508 0.0001
C -3.65888 2.82850 -3.09989 0.0000
O -4.14983 2.11976 -4.22036 0.0000
H -1.95082 2.98466 -1.83041 -0.0001
H -1.59730 2.63611 -3.52943 0.0000
H -2.26407 1.33536 -2.44129 0.0000
H -3.60565 3.89598 -3.31377 0.0000
H -4.37523 2.67073 -2.29362 0.0000
H -4.43008 1.26347 -3.88896 0.0000
C 4.89799 2.32759 2.86333 -0.0001
C 4.13527 1.94330 1.64984 0.0001
O 3.74909 3.02087 0.81908 0.0017
H 4.38804 2.94081 3.60632 0.0000
H 5.82433 2.84528 2.61439 0.0000
H 5.30183 1.42996 3.33160 0.0000
H 3.27623 1.30377 1.85274 0.0002
H 4.85062 1.34747 1.08295 -0.0001
H 3.68029 2.58933 -0.03570 0.0000
```

Output
Total charge: +1
2S+1: 2
HOMO level (spin up / spin down) (eV): -11.71 / -11.71
⟨S²⟩: 0.75
Energy above the lowest of the compared OMol25 structures with the same formula, charge and spin (kcal per mole): 43.5


7.
This record from OMol25 describes a structure of composition C7H9NO2P2. The level of theory is wB97M-V/def2-TZVPD.

Geometry as XYZ:
```
21
Properties=species:S:1:pos:R:3:mulliken_charge:R:1
C -0.75471 -3.07758 -1.78567 -0.4857
C -1.66105 -2.00974 -1.74263 -0.4339
C 0.48066 -3.03081 -1.11288 -0.5264
C -1.25731 -0.86974 -0.99147 -0.4175
C 0.95921 -1.81496 -0.63127 -0.3372
C 0.00155 -0.78316 -0.56557 0.5540
C -0.47336 3.25822 2.92142 0.0687
N 1.44802 2.63051 0.55680 -0.6921
O -1.40360 2.56538 3.21317 -0.3793
O 0.68149 0.41586 -0.19041 -0.1105
P 1.16688 2.45693 2.82960 0.1259
P 0.23803 1.95239 -0.37015 0.0278
H -0.92365 -4.01128 -2.26075 0.3673
H -2.63898 -1.90217 -2.26949 0.3231
H 1.04305 -3.91820 -1.08631 0.4065
H -1.91104 -0.03347 -0.82884 0.3968
H 1.91817 -1.52373 -0.12593 0.3043
H -0.62049 4.38406 2.77666 0.3434
H 2.19062 2.00327 0.43261 0.3663
H 0.55595 1.13188 2.78128 0.0766
H 0.96056 2.17635 -1.55018 0.0216
```

Output
Total charge: 0
HOMO level (eV): -8.66


8.
This record from OMol25 describes a cluster of 2 separate species, C2H7IN3S in total. The level of theory is wB97M-V/def2-TZVPD.

Geometry as XYZ:
```
14
Properties=species:S:1:pos:R:3:mulliken_charge:R:1
C -0.45329 0.95876 -0.69726 0.5450
C -1.16191 -1.02363 0.44856 -0.7836
N 2.87954 0.59026 0.23920 -0.7054
N -1.40007 0.32795 -0.17460 0.1486
N -2.78420 0.66844 -0.42171 -0.5431
S 0.96283 1.50185 -0.83447 -0.0433
I 4.41789 -0.49399 -0.43870 0.4712
H -1.36493 -1.74885 -0.32162 0.3313
H -0.11286 -1.15366 0.61053 0.3103
H -1.72474 -1.13721 1.31220 0.3022
H 3.36663 1.36024 0.81432 0.2689
H -3.13208 0.84942 0.55002 0.2742
H -3.08989 1.16304 -1.20735 0.2485
H 3.59709 -1.86263 0.12088 0.1751
```

Output
Total charge: +1
HOMO level (spin up / spin down) (eV): -12.43 / -12.43
Energy above the lowest of the compared OMol25 structures with the same formula, charge and spin (kcal per mole): 84.6